ORCA calculation (wB97M-V/def2-TZVPD) on 2 unconnected molecules or ions with the total composition CH4IN3O2 in a non-equilibrium geometry.

Atoms and positions in Å:
C -0.489 2.829 0.196
N -0.855 -1.022 0.368
N 1.960 1.071 -1.354
N -0.042 -0.130 -0.123
O -1.629 2.760 0.281
O 0.632 2.773 0.058
I 2.026 0.037 0.469
H -0.715 -2.099 0.080
H -1.418 -0.829 1.323
H 2.047 0.330 -1.975
H 1.002 1.392 -1.398

The value obtained for the relative energy (zero: lowest compared OMol25 entry of this formula, charge and spin) is 28.6 kcal/mol. The frontier orbital gap (spin up / spin down) comes out at 7.54 / 7.54 eV. Its maximum force is 4.11 eV Å⁻¹. Its highest occupied orbital energy (spin up / spin down) is -8.01 / -8.01 eV.

And the Mulliken charges, in e, turn out to be: C 0.73; N -0.43; N -0.69; N -0.30; O -0.36; O -0.36; I 0.28; H 0.24; H 0.23; H 0.34; H 0.33

=====

ORCA calculation (wB97M-V/def2-TZVPD) on 4 unconnected molecules or ions with the total composition C5H13O6 in a non-equilibrium geometry.

Atoms and positions in Å:
O 1.218 -0.686 -0.546
C 0.314 -0.995 -1.364
O 0.459 -1.376 -2.538
C -1.112 -1.059 -0.786
C -1.444 0.142 0.124
C -1.150 -0.192 1.601
C -1.671 0.844 2.551
O -2.843 0.998 2.793
H -1.101 -1.933 -0.126
H -1.905 -1.265 -1.495
H -2.475 0.507 0.043
H -0.811 1.001 -0.125
H -0.085 -0.321 1.732
H -1.618 -1.147 1.841
H -0.919 1.510 3.024
H 2.290 -3.167 -0.232
H 2.103 -2.580 -1.572
O 2.337 -3.433 -1.158
H 0.343 3.006 0.672
H -0.962 3.772 0.853
O -0.098 3.834 0.408
H 3.206 1.543 -1.523
H 2.618 0.163 -2.023
O 3.307 0.833 -2.154

The value obtained for the relative energy (zero: lowest compared OMol25 entry of this formula, charge and spin) is 11.5 kcal/mol. As for the charge: -1. The frontier orbital gap comes out at 8.20 eV. Its maximum force is 1.01 eV Å⁻¹. Its highest occupied orbital energy is -5.23 eV.

And the Mulliken charges, in e, turn out to be: O -0.74; C 0.53; O -0.73; C -0.74; C -0.32; C -0.50; C -0.11; O -0.51; H 0.24; H 0.28; H 0.38; H 0.18; H 0.20; H 0.41; H 0.38; H 0.30; H 0.40; O -0.68; H 0.32; H 0.33; O -0.65; H 0.27; H 0.46; O -0.70

=====

ORCA calculation (wB97M-V/def2-TZVPD) on a molecular structure, C17H22N4O2Tl.

Atoms and positions in Å:
Tl 0.446 -3.452 0.195
C 2.224 -7.313 -1.127
N 2.305 -7.504 0.323
C 3.000 -8.689 0.850
C 1.728 -6.612 1.104
C 1.744 -6.754 2.594
O 1.126 -5.620 0.592
H 2.718 -8.143 -1.619
H 2.718 -6.386 -1.416
H 1.184 -7.275 -1.446
H 3.401 -9.249 0.013
H 2.313 -9.334 1.394
H 3.827 -8.401 1.494
H 2.283 -7.621 2.957
H 0.711 -6.809 2.939
H 2.189 -5.856 3.023
C -7.708 6.827 4.599
C -7.019 6.355 3.388
C -7.759 5.898 2.257
C -7.141 5.462 1.126
C -5.718 5.465 1.076
N -5.000 5.083 -0.035
C -5.516 4.945 -1.318
O -6.638 5.121 -1.656
N -4.521 4.656 -2.331
C -3.578 3.705 -2.415
C -2.751 3.661 -3.574
C -1.831 2.664 -3.667
C -1.727 1.730 -2.610
N -2.535 1.714 -1.540
C -3.433 2.659 -1.431
C -4.959 5.877 2.212
C -5.591 6.313 3.329
H -8.699 7.224 4.382
H -7.113 7.548 5.157
H -7.854 5.960 5.264
H -8.840 5.908 2.307
H -7.720 5.130 0.280
H -3.993 5.140 0.049
H -4.738 5.163 -3.188
H -2.851 4.418 -4.342
H -1.165 2.593 -4.515
H -0.957 0.970 -2.636
H -4.132 2.590 -0.604
H -3.876 5.865 2.166
H -5.021 6.649 4.185

The value obtained for the relative energy (zero: lowest compared OMol25 entry of this formula, charge and spin) is 18.4 kcal/mol. As for the charge: +3. The frontier orbital gap (spin up / spin down) comes out at 4.57 / 4.09 eV. Its maximum force is 0.23 eV Å⁻¹. Its highest occupied orbital energy (spin up / spin down) is -15.91 / -15.91 eV.

And the Mulliken charges, in e, turn out to be: Tl 0.74; C -0.79; N 0.10; C -0.92; C 0.79; C -0.98; O -0.75; H 0.30; H 0.27; H 0.29; H 0.26; H 0.39; H 0.38; H 0.35; H 0.29; H 0.29; C -1.37; C 0.77; C -0.82; C -0.31; C 1.14; N -0.15; C 0.25; O -0.45; N -0.07; C 0.87; C -0.51; C -0.39; C -0.21; N -0.48; C -0.19; C -0.50; C -0.83; H 0.41; H 0.40; H 0.35; H 0.44; H 0.48; H 0.29; H 0.31; H 0.42; H 0.43; H 0.40; H 0.50; H 0.37; H 0.44

=====

ORCA calculation (wB97M-V/def2-TZVPD) on a molecular structure, C40H105AsF9N9O11 in a non-equilibrium geometry.

Atoms and positions in Å:
C 0.775 -0.710 5.562
O 1.243 0.052 6.655
O 1.989 -1.314 5.025
C -0.500 -1.563 5.835
F -1.597 -0.840 5.776
F -0.567 -2.597 4.928
F -0.506 -2.038 7.076
C 0.628 1.270 6.996
C 1.302 1.689 8.344
H 0.940 2.610 8.800
H 1.293 0.917 9.113
H 2.354 1.875 8.125
H -0.440 1.266 7.212
H 0.689 2.036 6.222
H 0.432 0.042 4.851
As 0.321 -0.401 0.511
F -1.333 -0.958 0.888
F 0.341 0.632 1.986
F 1.968 0.181 0.122
F 0.448 -1.564 -0.870
F -0.359 0.877 -0.485
F 1.019 -1.644 1.557
C 3.481 2.215 1.639
C 3.903 1.098 2.577
C 3.797 1.422 4.097
O 4.237 0.269 4.834
C 4.779 0.686 6.067
N 3.063 -0.099 2.474
H 3.912 2.144 0.641
H 3.816 3.189 1.994
H 2.393 2.281 1.630
H 4.961 0.928 2.375
H 2.804 1.784 4.363
H 4.504 2.242 4.216
H 5.709 1.235 5.920
H 5.162 -0.211 6.554
H 4.095 1.287 6.664
H 3.094 -0.242 1.475
H 2.145 0.320 2.438
C -5.246 -2.153 -2.465
C -4.215 -3.208 -2.845
C -3.051 -3.323 -1.835
O -2.023 -4.190 -2.248
C -1.209 -4.569 -1.149
N -4.973 -4.447 -2.663
H -5.100 -1.405 -3.244
H -5.039 -1.856 -1.437
H -6.270 -2.506 -2.593
H -3.883 -3.165 -3.882
H -3.433 -3.507 -0.830
H -2.606 -2.329 -1.855
H -0.693 -3.748 -0.652
H -0.501 -5.289 -1.560
H -1.706 -5.138 -0.362
H -5.623 -4.644 -3.410
H -4.300 -5.199 -2.625
C 3.057 -4.943 1.087
C 3.774 -3.646 1.298
C 3.802 -2.752 0.086
O 4.197 -1.450 0.401
C 4.858 -0.727 -0.625
N 2.999 -3.027 2.412
H 2.010 -4.861 0.793
H 3.158 -5.681 1.883
H 3.629 -5.476 0.327
H 4.740 -3.856 1.757
H 2.820 -2.721 -0.386
H 4.503 -3.235 -0.595
H 4.873 0.312 -0.296
H 4.272 -0.731 -1.545
H 5.795 -1.213 -0.897
H 2.090 -2.860 2.004
H 2.859 -3.847 2.986
C 0.614 5.169 -1.420
C -0.102 4.245 -0.419
C 0.245 4.434 1.045
O 1.638 4.758 1.134
C 2.068 5.270 2.350
N -1.543 4.335 -0.568
H 0.444 4.787 -2.427
H 1.679 5.192 -1.190
H 0.319 6.218 -1.451
H 0.142 3.194 -0.571
H -0.174 3.616 1.632
H -0.341 5.228 1.509
H 3.147 5.373 2.457
H 1.798 4.711 3.246
H 1.618 6.253 2.488
H -1.718 3.930 -1.477
H -1.964 3.588 -0.036
C 4.343 1.985 -2.910
C 2.883 2.120 -3.575
C 2.924 2.541 -5.046
O 1.688 3.081 -5.417
C 1.829 3.864 -6.599
N 2.048 1.005 -3.325
H 5.082 2.732 -3.199
H 4.826 1.065 -3.238
H 4.080 2.071 -1.856
H 2.484 2.839 -2.859
H 3.065 1.725 -5.754
H 3.737 3.247 -5.219
H 2.017 3.248 -7.478
H 2.670 4.551 -6.503
H 0.898 4.416 -6.732
H 1.250 0.997 -3.944
H 1.735 1.071 -2.367
C -4.392 1.877 -3.001
C -3.119 1.191 -2.637
C -2.076 1.394 -3.853
O -2.567 1.041 -5.103
C -1.615 1.196 -6.195
N -2.713 1.710 -1.360
H -4.506 2.946 -2.826
H -5.219 1.353 -2.520
H -4.679 1.817 -4.051
H -3.283 0.116 -2.570
H -1.173 0.808 -3.680
H -1.670 2.405 -3.902
H -1.116 0.267 -6.473
H -1.018 2.107 -6.156
H -2.273 1.236 -7.063
H -3.280 1.481 -0.556
H -1.815 1.266 -1.228
C -4.066 2.835 4.950
C -3.738 2.155 3.617
C -4.581 2.374 2.286
O -3.987 1.590 1.189
C -4.305 0.213 1.323
N -2.324 2.483 3.214
H -5.006 2.414 5.308
H -4.371 3.877 4.850
H -3.318 2.570 5.697
H -3.886 1.106 3.872
H -4.558 3.412 1.954
H -5.640 2.136 2.380
H -3.830 -0.324 0.502
H -5.358 -0.046 1.224
H -4.092 -0.359 2.226
H -2.249 2.048 2.306
H -1.733 1.904 3.795
C -2.321 -5.358 3.500
C -2.568 -4.375 2.385
C -3.702 -3.274 2.588
O -4.874 -3.919 2.449
C -5.973 -3.233 1.787
N -1.261 -3.632 2.320
H -3.026 -6.189 3.490
H -2.382 -4.886 4.480
H -1.332 -5.817 3.506
H -2.818 -4.945 1.491
H -3.547 -2.498 1.838
H -3.588 -2.710 3.514
H -5.729 -3.178 0.726
H -6.099 -2.193 2.090
H -6.970 -3.537 2.107
H -1.301 -3.058 1.490
H -1.259 -2.882 2.997
C 1.793 -2.443 -3.908
C 2.510 -1.969 -5.165
C 1.689 -1.039 -6.194
O 2.613 -0.885 -7.252
C 1.973 -0.171 -8.366
N 3.617 -1.119 -4.627
H 1.667 -1.696 -3.124
H 2.381 -3.116 -3.284
H 0.837 -2.884 -4.191
H 2.872 -2.808 -5.759
H 1.439 -0.043 -5.829
H 0.696 -1.408 -6.451
H 0.982 -0.548 -8.619
H 2.563 -0.405 -9.253
H 1.842 0.905 -8.256
H 4.307 -0.834 -5.307
H 3.240 -0.287 -4.197

As for the charge: -2. The frontier orbital gap comes out at 3.80 eV. Its maximum force is 6.09 eV Å⁻¹. Its highest occupied orbital energy is -0.56 eV.

Atom charges from the Mulliken analysis, given in e for atoms 1 to 99: C 0.83; O -0.33; O -0.76; C 0.65; F -0.32; F -0.26; F -0.35; C 0.04; C -1.35; H 0.40; H 0.28; H 0.21; H 0.22; H 0.21; H -0.45; As 2.20; F -0.27; F -0.91; F 0.00; F -0.58; F -0.96; F -0.26; C -0.82; C 0.92; C -0.99; O -0.09; C -0.85; N 0.42; H -0.31; H 0.50; H 0.14; H 0.30; H -0.02; H 0.65; H 0.44; H 0.27; H 0.12; H -0.48; H -0.43; C -1.15; C 0.91; C -0.62; O -0.50; C -0.60; N -0.81; H 0.22; H -0.03; H 0.50; H 0.44; H 0.27; H 0.06; H 0.07; H 0.39; H 0.35; H 0.22; H 0.22; C -1.47; C 0.25; C -0.10; O -0.22; C -0.71; N -0.19; H 0.15; H 0.45; H 0.46; H 0.27; H -0.37; H 0.52; H 0.15; H 0.08; H 0.48; H -0.20; H 0.33; C -1.66; C 2.47; C -1.17; O -0.21; C -1.08; N -0.82; H 0.33; H 0.39; H 0.30; H -0.97; H 0.28; H 0.54; H 0.33; H 0.36; H 0.41; H 0.34; H 0.12; C -0.75; C 0.82; C -1.05; O 0.00; C -0.93; N 1.09; H 0.45; H 0.36; H -0.33

=====

ORCA calculation (wB97M-V/def2-TZVPD) on a single C2H3NP2 molecule in a non-equilibrium geometry.

Atoms and positions in Å:
C 1.148 -0.358 -0.120
N 0.935 0.902 -0.312
C -0.601 1.316 -0.117
P -1.784 0.158 0.186
P -0.373 -1.458 -0.113
H 2.081 -0.765 -0.552
H -0.818 2.351 -0.148
H -0.588 -2.145 1.177

The value obtained for the relative energy (zero: lowest compared OMol25 entry of this formula, charge and spin) is 21.4 kcal/mol. The frontier orbital gap comes out at 9.02 eV. Its maximum force is 4.11 eV Å⁻¹. Its highest occupied orbital energy is -9.32 eV. As for the SMILES: C1=NC=P#[PH]1.

And the Mulliken charges, in e, turn out to be: C -0.04; N -0.42; C -0.15; P -0.07; P -0.11; H 0.33; H 0.38; H 0.09

=====

ORCA calculation (wB97M-V/def2-TZVPD) on a molecular structure, CCsF3O3S.

Atoms and positions in Å:
Cs 2.443 2.865 -1.731
C -0.832 -0.954 -0.166
F -0.265 -2.167 -0.177
F -1.074 -0.594 -1.440
F -2.009 -1.041 0.453
S 0.276 0.293 0.673
O -0.488 0.693 1.822
O 1.500 -0.434 0.902
O 0.448 1.339 -0.337

The value obtained for the relative energy (zero: lowest compared OMol25 entry of this formula, charge and spin) is 8.9 kcal/mol. The frontier orbital gap comes out at 8.00 eV. Its maximum force is 0.81 eV Å⁻¹. Its highest occupied orbital energy is -9.11 eV.

And the Mulliken charges, in e, turn out to be: Cs 1.00; C 0.60; F -0.23; F -0.25; F -0.23; S 1.10; O -0.62; O -0.67; O -0.70